{
  "formula": "C4H4OS",
  "method": "ωB97M-V/def2-TZVPD",
  "multiplicity": 3,
  "lumo_energy_ev": [0.21, -3.28],
  "homo_energy_ev": [-7.54, -9.93],
  "orbital_gap_ha": [0.285, 0.244],
  "relative_energy_kcal_mol": 30.4,
  "elements": ["C", "C", "C", "C", "O", "S", "H", "H", "H", "H"],
  "coordinates": [[-2.171, 0.393, -0.078], [-0.884, 0.527, 0.002], [0.086, -0.561, -0.030], [1.637, -0.154, -0.019], [-0.157, -1.692, -0.150], [-3.996, 0.265, -0.023], [-0.633, 1.529, 0.249], [2.250, -1.019, -0.273], [1.862, 0.797, -0.668], [2.006, -0.085, 0.990]],
  "forces_ev_per_a": [[-5.9610, -1.2151, -0.0697], [-0.8843, 0.7287, 0.5565], [4.5185, 2.8290, -0.4484], [-0.7910, 0.9645, -0.9021], [-1.6817, -3.7401, -0.1499], [4.4752, 0.3491, -0.2164], [1.3209, 0.9197, 0.0650], [-0.4118, -0.0195, -1.0272], [-0.3154, -1.8715, 1.4285], [-0.2692, 1.0550, 0.7638]],
  "mulliken_spin": [0.59, 0.29, 0.02, 0.01, 0.04, 0.98, 0.07, 0.00, 0.00, 0.00]
}